Entry 1:
Below is C48H42BrGeN7O8ReS as an isolated structure at a distorted geometry, with properties calculated with the ωB97M-V functional and the def2-TZVPD basis.

```
109
C48H42BrGeN7O8ReS, DFT the ωB97M-V functional and the def2-TZVPD basis
Re -2.926 -1.229 -0.991
C -1.527 2.290 -7.065
C -2.182 1.201 -6.258
C -3.205 1.601 -5.410
C -3.849 0.691 -4.571
C -3.510 -0.656 -4.659
C -2.446 -1.073 -5.479
C -1.794 -0.116 -6.308
S -4.682 -1.748 -3.871
O -5.928 -1.085 -4.153
O -4.530 -3.126 -4.291
N -4.503 -1.650 -2.238
C -5.702 -2.195 -1.487
C -5.559 -1.658 -0.079
O -6.485 -1.316 0.581
O -4.334 -1.621 0.311
H -2.235 3.068 -7.312
H -0.969 1.914 -7.940
H -0.842 2.828 -6.419
H -3.607 2.634 -5.486
H -4.685 1.033 -4.034
H -2.227 -2.131 -5.709
H -0.950 -0.459 -6.959
H -5.584 -3.319 -1.551
H -6.589 -1.905 -2.025
Br 4.468 -1.637 -3.403
C 2.624 -1.354 -3.019
C 1.916 -0.551 -3.907
C 0.611 -0.230 -3.629
C 0.005 -0.722 -2.498
C 0.655 -1.578 -1.636
C 1.998 -1.889 -1.902
N -1.352 -0.220 -2.167
C -1.545 1.047 -2.231
C -2.774 1.651 -1.763
C -2.993 3.011 -1.924
C -4.178 3.531 -1.335
C -4.969 2.653 -0.569
C -4.620 1.350 -0.438
N -3.580 0.838 -1.067
H 2.485 -0.018 -4.702
H 0.097 0.478 -4.240
H 0.212 -1.952 -0.748
H 2.500 -2.544 -1.210
H -0.783 1.738 -2.614
H -2.279 3.589 -2.504
H -4.362 4.616 -1.459
H -5.861 3.079 -0.075
H -5.205 0.724 0.245
N -2.443 -3.163 -1.067
C -1.804 -4.123 -1.306
C -0.922 -5.168 -1.343
C -1.154 -6.470 -1.874
N -1.188 -7.509 -2.374
C 0.397 -4.769 -1.002
N 1.462 -4.468 -0.636
N -0.048 3.392 2.976
C 0.025 4.646 2.228
C -0.378 4.398 0.737
O -0.089 5.132 -0.178
O -1.114 3.281 0.567
H 0.875 3.063 3.200
H -0.950 2.775 1.372
H -0.654 3.418 3.811
H 0.974 5.129 2.253
H -0.680 5.335 2.649
O -1.641 -1.894 2.052
C -1.223 -0.884 1.515
O -1.665 -0.405 0.383
C -0.001 -0.173 2.053
C 1.225 -1.118 1.865
Ge 2.706 -0.527 3.014
C 4.359 -1.311 2.424
C 5.647 -0.835 2.775
C 6.777 -1.586 2.415
C 6.604 -2.774 1.689
C 5.338 -3.276 1.388
C 4.201 -2.548 1.751
C 2.377 -0.839 4.900
C 3.380 -1.476 5.650
C 3.198 -1.904 6.965
C 2.033 -1.616 7.564
C 1.046 -0.869 6.942
C 1.192 -0.473 5.618
C 2.965 1.399 2.891
C 2.886 2.081 1.666
C 3.125 3.412 1.534
C 3.644 4.124 2.604
C 3.906 3.459 3.803
C 3.548 2.128 3.966
H -0.268 0.019 3.085
H 0.161 0.706 1.494
H 1.452 -1.158 0.779
H 0.965 -2.126 2.234
H 5.784 0.127 3.284
H 7.761 -1.223 2.727
H 7.475 -3.339 1.447
H 5.272 -4.221 0.834
H 3.213 -2.995 1.505
H 4.277 -1.763 5.139
H 3.921 -2.482 7.519
H 1.879 -1.832 8.624
H 0.159 -0.681 7.515
H 0.392 0.047 5.121
H 2.502 1.564 0.821
H 2.846 3.949 0.616
H 3.873 5.153 2.525
H 4.371 4.017 4.555
H 3.812 1.668 4.931
```

Calculated values
Multiplicity   4
LUMO energy (alpha / beta)   -1.98 / -2.36 eV
Orbital gap (alpha / beta)   6.37 / 6.24 eV
Expectation value of S²   3.77
Energy relative to the best compared isomer or geometry (same formula, charge and spin)   0.0 kcal/mol

=====

Entry 2:
Below is C48H42Cl5EuF5Ge2I2N4OSb as an isolated structure at a distorted geometry, with properties calculated with the ωB97M-V functional and the def2-TZVPD basis.

```
111
C48H42Cl5EuF5Ge2I2N4OSb, DFT the ωB97M-V functional and the def2-TZVPD basis
Eu 2.241 -1.781 1.757
C -2.373 -2.160 -5.187
C -1.094 -1.385 -5.190
C -0.406 -1.039 -6.417
C 0.855 -0.543 -6.272
C 1.370 -0.144 -5.019
C 0.556 -0.441 -3.898
N -0.640 -1.040 -3.960
Sb 1.534 -0.125 -1.944
C 3.451 -0.710 -2.761
C 3.658 -1.445 -3.955
C 4.883 -1.333 -4.565
C 5.960 -0.766 -3.861
C 5.673 -0.144 -2.628
C 6.699 0.557 -1.844
N 4.412 -0.147 -2.123
C 1.407 2.113 -2.475
C 1.241 2.647 -3.767
C 1.189 4.063 -3.959
C 1.343 4.882 -2.860
C 1.439 4.270 -1.575
C 1.422 5.042 -0.312
N 1.493 2.919 -1.442
H -2.308 -2.961 -5.993
H -3.238 -1.448 -5.411
H -2.524 -2.596 -4.157
H -0.785 -1.141 -7.405
H 1.521 -0.520 -7.115
H 2.395 0.268 -4.936
H 2.875 -2.107 -4.407
H 5.098 -1.670 -5.581
H 6.991 -0.941 -4.132
H 6.895 1.496 -2.291
H 6.368 0.741 -0.804
H 7.680 -0.015 -1.728
H 0.985 2.023 -4.589
H 1.050 4.515 -4.958
H 1.398 5.966 -2.944
H 0.598 5.740 -0.355
H 2.348 5.613 -0.125
H 1.268 4.294 0.514
Cl 6.791 2.677 6.389
C 5.931 1.732 5.262
C 5.306 0.525 5.623
Cl 5.337 0.029 7.241
C 4.691 -0.228 4.596
Cl 3.917 -1.694 5.012
C 4.589 0.204 3.252
O 4.101 -0.532 2.301
C 5.043 1.557 2.992
Cl 4.723 2.205 1.484
C 5.862 2.187 3.906
Cl 6.845 3.521 3.436
I 2.312 -3.664 -1.608
C 4.073 -4.295 -0.366
I 4.559 -4.153 1.881
H 4.795 -3.685 -0.876
H 4.207 -5.319 -0.599
C 0.901 1.985 3.861
C 1.126 1.105 2.730
N 1.053 0.485 1.734
H 0.031 1.635 4.418
H 0.681 3.034 3.509
H 1.762 2.097 4.542
F -0.136 -1.643 3.630
C -0.017 -2.972 3.503
C 0.208 -3.536 2.262
C 0.193 -4.881 2.049
F 0.175 -5.475 0.865
C 0.308 -5.708 3.177
F 0.890 -6.898 3.035
C 0.061 -5.173 4.471
F 0.037 -5.995 5.551
C -0.031 -3.790 4.645
F -0.043 -3.184 5.862
C -6.376 -1.543 1.455
Ge -4.463 -1.334 1.902
C -4.128 -0.914 3.867
C -3.485 -2.973 1.438
Ge -3.640 0.386 0.325
C -4.972 0.509 -1.250
C -5.988 1.471 -1.335
C -6.941 1.399 -2.367
C -6.850 0.431 -3.353
C -5.740 -0.412 -3.330
C -4.831 -0.431 -2.280
C -3.977 2.084 1.404
C -5.169 2.571 1.917
C -5.245 3.581 2.874
C -4.092 4.134 3.393
C -2.845 3.629 2.982
C -2.821 2.616 2.012
H -6.480 -2.613 1.086
H -6.525 -0.953 0.529
H -7.088 -1.352 2.236
H -3.060 -0.761 3.975
H -4.419 -1.809 4.447
H -4.677 -0.016 4.257
H -4.208 -3.642 0.979
H -3.114 -3.461 2.359
H -2.654 -2.831 0.695
H -6.063 2.288 -0.636
H -7.697 2.167 -2.431
H -7.586 0.292 -4.134
H -5.610 -1.171 -4.086
H -4.110 -1.267 -2.191
H -6.178 2.127 1.593
H -6.216 3.987 3.088
H -4.197 4.931 4.150
H -1.970 3.962 3.583
H -1.792 2.217 1.746
```

Calculated values
Multiplicity   7
LUMO energy (alpha / beta)   -1.86 / -1.89 eV
Orbital gap (alpha / beta)   5.58 / 4.36 eV
Expectation value of S²   12.04

=====

Entry 3:
Below is C48H42CoIN3O8S as an isolated structure, with properties calculated with the ωB97M-V functional and the def2-TZVPD basis.

```
104
C48H42CoIN3O8S, DFT the ωB97M-V functional and the def2-TZVPD basis
Co 0.983 0.208 -0.909
C -3.934 -0.690 3.688
C -3.234 0.483 3.010
C -3.745 1.824 3.525
O -3.440 0.443 1.613
C -2.210 0.057 0.988
C -1.165 0.542 1.993
O -1.850 0.357 3.238
C 0.207 -0.184 2.018
O 1.006 0.137 0.939
C -0.133 -1.692 2.223
C -0.244 -2.237 3.502
C -0.621 -3.562 3.692
C -0.920 -4.367 2.605
C -0.870 -3.821 1.329
C -0.487 -2.498 1.143
C 1.066 0.310 3.195
C 0.779 1.443 3.943
C 1.635 1.853 4.959
C 2.799 1.150 5.223
C 3.120 0.044 4.443
C 2.262 -0.363 3.438
C -2.083 0.615 -0.447
O -0.933 0.102 -1.034
C -3.175 0.034 -1.366
C -3.094 0.379 -2.717
C -4.016 -0.101 -3.630
C -5.037 -0.950 -3.212
C -5.108 -1.317 -1.879
C -4.179 -0.832 -0.960
C -2.314 2.154 -0.357
C -1.317 3.057 0.010
C -1.578 4.418 0.112
C -2.854 4.911 -0.105
C -3.874 4.020 -0.405
C -3.606 2.665 -0.529
H -5.008 -0.638 3.500
H -3.747 -0.655 4.762
H -3.536 -1.625 3.292
H -4.808 1.923 3.300
H -3.204 2.629 3.024
H -3.586 1.891 4.602
H -2.177 -1.029 0.917
H -0.980 1.605 1.840
H -0.038 -1.617 4.363
H -0.683 -3.962 4.698
H -1.201 -5.404 2.749
H -1.145 -4.428 0.472
H -0.472 -2.071 0.154
H -0.110 2.025 3.741
H 1.390 2.737 5.537
H 3.464 1.473 6.017
H 4.048 -0.492 4.604
H 2.533 -1.204 2.810
H -2.289 1.031 -3.033
H -3.940 0.186 -4.673
H -5.767 -1.321 -3.922
H -5.893 -1.986 -1.542
H -4.259 -1.112 0.081
H -0.312 2.715 0.193
H -0.761 5.085 0.360
H -3.054 5.975 -0.040
H -4.887 4.382 -0.545
H -4.426 1.997 -0.756
O 0.882 3.649 -2.681
C 0.933 2.475 -2.346
O 0.858 2.017 -1.159
C 1.032 1.396 -3.391
C 1.104 1.717 -4.753
C 1.135 0.713 -5.669
C 0.977 -0.617 -5.222
C 0.895 -1.699 -6.123
C 0.659 -2.969 -5.675
C 0.460 -3.192 -4.301
C 0.540 -2.163 -3.402
C 0.847 -0.853 -3.826
N 0.976 0.168 -2.926
H 1.141 2.764 -5.020
H 1.236 0.912 -6.730
H 0.997 -1.499 -7.184
H 0.602 -3.792 -6.378
H 0.233 -4.187 -3.940
H 0.357 -2.339 -2.355
O 3.065 0.676 -1.252
N 4.163 1.095 -0.616
C 5.318 0.645 -1.164
C 6.556 0.922 -0.665
C 6.637 1.717 0.487
C 5.485 2.216 1.018
C 4.192 1.967 0.465
S 2.852 2.765 1.078
H 5.176 0.041 -2.046
H 7.429 0.508 -1.147
H 7.600 1.935 0.936
H 5.498 2.855 1.888
N 2.022 -3.902 -0.590
C 2.402 -2.600 -0.871
O 1.501 -1.730 -0.797
C 3.741 -2.402 -1.257
I 5.142 -2.830 1.202
H 1.204 -3.954 0.001
H 2.784 -4.475 -0.258
H 4.052 -1.409 -1.515
H 4.329 -3.240 -1.598
```

Calculated values
Multiplicity   2
LUMO energy (alpha / beta)   3.93 / 3.93 eV
Orbital gap (alpha / beta)   5.50 / 5.50 eV
Charge   -2
Expectation value of S²   0.76
Energy relative to the best compared isomer or geometry (same formula, charge and spin)   1.5 kcal/mol

=====

Calculated calculated total energy, -7966.9251 -10648.3066 -4699.2019 Eh (same order as the records).